Below is C29H38BInNO9 as an isolated structure at a distorted geometry, with properties calculated with ωB97M-V/def2-TZVPD.

Output
* calculated total energy: -2074.588765 Eh
* max |F|: 3.90 eV/A
* charge: -1

XYZ file:
```
79
C29H38BInNO9 ωB97M-V/def2-TZVPD
C 3.208 0.434 2.631
C 4.600 0.162 1.896
C 4.517 -0.676 0.534
C 3.315 -0.308 -0.460
C 3.036 -1.618 -1.364
C 1.529 -2.160 -1.283
In 0.678 -2.325 0.802
C -0.607 -4.168 1.149
C 0.298 -5.502 1.378
C 1.452 -5.101 2.423
N 1.147 -4.609 3.783
O 2.655 -5.180 2.051
B -0.662 -0.456 1.076
O -0.753 0.191 2.367
O -1.343 0.003 -0.124
C -2.237 1.118 0.198
C -3.542 0.598 0.973
H 2.473 1.013 1.976
H 2.753 -0.516 3.048
H 3.414 1.131 3.528
H 5.191 1.146 1.804
H 5.222 -0.476 2.628
H 4.572 -1.801 0.763
H 5.488 -0.451 -0.047
H 2.345 -0.003 0.039
H 3.651 0.534 -1.146
H 3.738 -2.481 -1.136
H 3.202 -1.299 -2.461
H 0.885 -1.472 -1.948
H 1.494 -3.188 -1.801
H 1.950 -2.354 2.100
H -1.162 -3.986 2.144
H -1.329 -4.261 0.278
H -0.301 -6.375 1.791
H 0.779 -5.759 0.375
H 1.669 -3.711 3.822
H 0.156 -4.314 3.762
H 0.086 0.642 2.594
H -2.591 1.586 -0.793
H -1.681 1.947 0.747
H -4.462 1.032 0.467
H -3.517 0.868 2.089
H -3.644 -0.539 0.917
C 1.890 4.219 -0.811
C 2.259 5.385 -1.341
C 3.653 5.865 -1.243
O 3.991 6.932 -1.726
C 4.624 5.002 -0.537
C 4.255 3.835 -0.007
C 2.860 3.356 -0.105
O 2.523 2.292 0.375
H 0.874 3.852 -0.873
H 1.561 6.029 -1.862
H 5.641 5.368 -0.476
H 4.953 3.190 0.514
C -2.000 5.330 -2.881
C -2.805 6.004 -3.702
C -3.315 7.346 -3.347
O -4.052 7.960 -4.095
C -2.896 7.912 -2.047
C -2.091 7.239 -1.225
C -1.581 5.897 -1.581
O -0.845 5.283 -0.833
H -1.618 4.347 -3.124
H -3.121 5.604 -4.658
H -3.278 8.896 -1.804
H -1.775 7.638 -0.270
C -5.934 -6.107 0.345
C -4.755 -6.443 0.869
C -3.513 -6.371 0.070
O -2.439 -6.678 0.545
C -3.629 -5.910 -1.330
C -4.808 -5.573 -1.853
C -6.050 -5.646 -1.055
O -7.127 -5.338 -1.531
H -6.854 -6.154 0.915
H -4.653 -6.781 1.892
H -2.709 -5.862 -1.900
H -4.911 -5.235 -2.877
```